Entry 1:
# C4H8O2

A cluster of 2 separate species, C4H8O2 in total (ωB97M-V/def2-TZVPD, OMol25).

Properties
SMILES = C=C(C)O.C=O
Energy above the lowest of the compared OMol25 structures with the same formula, charge and spin = 48.6 kcal per mole
LUMO energy = 0.0284 hartree
HOMO-LUMO gap = 9.845 eV
DFT total energy = -8371.1723 eV
E_HOMO = -9.072 eV

Geometry (Å):
O (0.40366, -1.29000, -1.09293)
C (0.14959, 0.03281, -0.84997)
C (-1.04157, 0.53821, -1.16855)
C (-0.86070, -0.75097, 1.71566)
O (0.31517, -1.02524, 1.79539)
C (1.30049, 0.82345, -0.29688)
H (0.83176, -1.65063, -0.30021)
H (1.94202, 1.11814, -1.13189)
H (-1.79043, -0.09981, -1.62619)
H (-1.25505, 1.59350, -1.04127)
H (-1.55564, -1.32274, 1.07818)
H (-1.30578, 0.07995, 2.29401)
H (0.96439, 1.72305, 0.22593)
H (1.90210, 0.23027, 0.39872)

=====

Entry 2:
# CHCl3OSi

A cluster of 2 separate species, CHCl3OSi in total (ωB97M-V/def2-TZVPD, OMol25).

Properties
Energy above the lowest of the compared OMol25 structures with the same formula, charge and spin = 48.6 kcal per mole
LUMO energy = -0.0285 hartree
HOMO-LUMO gap = 9.036 eV
DFT total energy = -48546.9124 eV
E_HOMO = -9.812 eV

Geometry (Å):
C (-1.08404, 0.28537, -1.02423)
O (-1.47509, 0.42444, 0.12221)
Si (1.40042, 0.38220, 1.72648)
Cl (0.33293, -1.05856, 2.65088)
Cl (-0.66138, 1.48744, -2.13877)
Cl (2.31059, -0.85544, 0.22910)
H (-0.82343, -0.66545, -1.56567)

=====

Entry 3:
# C4H7NO

An isolated molecule of C4H7NO (ωB97M-V/def2-TZVPD, OMol25).

Properties
SMILES = O=CC[C@H]1CN1
Energy above the lowest of the compared OMol25 structures with the same formula, charge and spin = 67.7 kcal per mole
LUMO energy = 0.0333 hartree
HOMO-LUMO gap = 10.169 eV
DFT total energy = -7796.7073 eV
E_HOMO = -9.262 eV

Geometry (Å):
O (-0.99928, -1.66980, -0.91310)
C (-1.34779, -0.51111, -1.02657)
C (-0.38845, 0.64184, -0.98166)
C (0.25731, 0.65872, 0.53505)
C (0.60916, -0.69282, 1.03832)
N (1.66095, 0.21301, 0.53520)
H (-2.43139, -0.29818, -1.04296)
H (-0.87647, 1.55557, -1.37836)
H (0.51711, 0.44125, -1.55280)
H (-0.05794, 1.49510, 1.15735)
H (0.25210, -1.43336, 0.27552)
H (0.57564, -1.04020, 2.07966)
H (2.22905, 0.63998, 1.27435)